Entry 1:
Entry from the OMol25 dataset: an isolated molecule of C11H14N2S in a non-equilibrium geometry (ωB97M-V with the def2-TZVPD basis set).

```
28
Properties=species:S:1:pos:R:3:forces:R:3
C 0.495166 0.272881 1.955043 -3.3 1.5 -0.3
C 2.484833 -0.873363 1.178899 1.2 0.7 0.2
C 3.627718 -0.697929 0.177065 1.2 -1.0 -0.3
C 3.082552 -0.577934 -1.259752 1.1 -1.3 0.6
C 1.467209 0.752465 -0.307105 -1.4 1.1 -0.7
C 0.446394 1.870929 -0.426799 0.9 0.0 0.6
C -0.861202 1.698715 -0.360582 -2.3 0.5 -1.8
C -1.665017 0.436274 -0.443051 0.2 1.3 0.6
C -1.320008 -0.797069 -0.860955 2.0 -0.3 -1.0
C -2.261612 -1.835687 -0.533167 2.8 -0.4 -1.7
C -3.310041 -1.321714 0.052072 -2.7 1.7 1.2
H 0.273715 1.434323 2.158798 -0.1 -2.8 -0.2
H -0.488260 -0.250280 1.294285 2.6 1.4 2.9
H 0.669505 -0.224838 3.029001 0.1 0.8 -2.9
H 1.996800 -1.807768 0.956519 -0.7 -0.4 -0.1
H 2.834098 -0.949423 2.254073 -0.3 0.4 -1.2
H 4.286481 0.113017 0.463075 -0.2 0.6 0.0
H 4.337882 -1.565163 0.089099 -0.8 0.4 0.7
H 2.718746 -1.646864 -1.393819 -0.1 1.3 -0.7
H 3.980510 -0.428413 -1.935334 -1.3 0.0 0.4
H 0.861557 2.893775 -0.469844 -0.3 -0.7 -0.1
H -1.536965 2.588904 -0.498767 0.9 -0.7 0.4
H -0.347577 -0.852783 -1.421882 -1.1 -0.6 0.7
H -2.058583 -2.867458 -0.802230 -0.4 0.1 0.2
H -4.241534 -1.751103 0.340492 -0.3 -0.6 0.2
N 1.595160 0.298241 1.003142 1.7 -2.2 0.3
N 2.063731 0.442966 -1.416847 0.0 -0.3 1.6
S -3.250910 0.410013 0.237654 0.2 -0.6 0.2
```
Positions in Å, forces in eV/Å.

Calculated values
Strongest force on any atom = 0.0809 Eh/bohr
SMILES = CN1CCCN=C1/C=C\c1cccs1
Calculated total energy = -25446.595 eV
HOMO level = -8.287 eV
Kohn-Sham gap = 0.331 hartree



Entry 2:
Entry from the OMol25 dataset: an isolated molecule of C11H14N4O in a non-equilibrium geometry (ωB97M-V with the def2-TZVPD basis set).

```
30
Properties=species:S:1:pos:R:3:forces:R:3
C 2.803023 -0.890942 0.501590 2.4 -1.4 -0.4
C 2.587291 0.109939 -0.316612 -1.6 1.4 -0.3
C 1.074276 1.982632 -0.877417 -2.2 -2.2 2.4
C 1.868817 -1.215972 1.554393 -0.6 2.0 -0.2
C 1.268925 0.744371 -0.329017 1.0 1.9 -1.0
C -0.986862 0.875932 0.682076 -0.5 -1.3 -0.1
C -0.228129 2.707131 -0.693850 -1.3 1.9 -1.3
C -0.964869 2.331021 0.625604 -0.4 1.8 1.6
C -1.709807 -1.272948 0.072180 0.4 -1.4 3.2
C 0.212162 0.001396 0.397977 -0.9 -1.0 -1.6
C 0.387493 -2.148237 -0.831696 0.0 -0.7 1.6
N 0.720240 -0.675669 1.566216 -1.3 0.1 0.7
N -0.464137 -1.086855 -0.488814 1.6 3.5 0.3
N -2.046112 0.143307 0.599677 -0.6 -1.1 0.1
N -2.643865 -1.793239 -0.793152 -2.3 -2.4 2.4
O -3.278420 0.384010 0.823803 0.7 0.3 -0.3
H 3.746416 -1.381484 0.252528 -0.1 -0.3 1.1
H 3.357401 0.501085 -0.941756 0.4 0.0 -0.6
H 1.842197 2.573201 -1.228292 1.8 0.7 -1.2
H 2.137939 -1.496562 2.541048 0.8 -1.3 0.5
H -0.041567 3.817803 -0.601363 0.1 -1.0 -0.3
H -0.877757 2.651345 -1.687381 1.0 -0.3 2.2
H -2.016411 2.802663 0.787279 1.7 -1.0 -0.8
H -0.368819 2.770319 1.513652 -0.6 -0.7 -1.4
H -1.733667 -2.042912 0.990989 0.4 1.8 -1.2
H 1.278198 -1.723442 -1.208434 1.0 0.1 -0.2
H 0.541753 -2.802820 0.048993 0.5 -0.1 -0.4
H 0.007445 -2.727842 -1.600811 -1.2 -1.2 -1.5
H -3.379576 -2.035756 -0.062505 0.5 -0.2 -1.8
H -3.093589 -1.101486 -1.296916 -0.8 1.9 -1.7
```
Positions in Å, forces in eV/Å.

Calculated values
Strongest force on any atom = 0.0802 Eh/bohr
SMILES = CN1[C@H](N)[N+]([O-])=C2CCC=C3C=CC=N[C@]321
Calculated total energy = -19637.116 eV
HOMO level = -8.344 eV
Kohn-Sham gap = 0.295 hartree



Entry 3:
Entry from the OMol25 dataset: a structure of composition C11H14N4O in a non-equilibrium geometry (ωB97M-V with the def2-TZVPD basis set).

```
30
Properties=species:S:1:pos:R:3:forces:R:3
C -0.075254 0.278700 2.892619 0.2 -1.0 -0.7
C -1.151219 0.619828 2.142637 1.6 -0.6 -1.4
C -2.337415 -0.473897 0.206625 0.5 2.0 -0.3
C 0.954489 -0.748918 2.319030 -3.7 3.4 -1.1
C -1.220604 0.029757 0.734810 0.0 -1.0 2.2
C -0.032639 -1.465192 -0.967873 1.5 0.3 1.7
C -2.289001 -1.117488 -1.109594 1.0 0.2 -0.3
C -1.223110 -2.242530 -1.089518 -0.8 1.6 -1.6
C 2.096874 0.086820 -1.090101 -3.7 -1.1 -1.9
C 0.059931 -0.450168 0.152564 2.4 1.1 -0.9
C 1.231997 1.810398 0.390787 -0.7 1.1 0.1
N 1.016589 -0.985171 1.078570 0.7 -1.5 1.5
N 0.903976 0.655440 -0.508453 0.3 1.2 1.4
N 1.041817 -1.458721 -1.637705 1.8 3.1 0.0
N 2.597938 0.722823 -2.236783 -0.3 -0.2 2.1
O 1.442500 -1.977018 -2.683465 0.0 -1.2 -0.8
H 0.224335 0.714181 3.856501 -0.6 -0.2 -0.4
H -1.892280 1.366609 2.356638 -0.2 0.1 0.6
H -3.263009 -0.016791 0.456989 -1.0 -0.2 0.9
H 1.683314 -1.020109 2.983251 2.0 -1.2 1.4
H -3.146140 -1.655213 -1.274771 -2.7 -0.6 -0.8
H -2.166964 -0.222380 -1.780361 0.1 -1.5 -0.3
H -1.165852 -2.799828 -1.994710 -0.3 -0.5 -0.8
H -1.513232 -2.874817 -0.292664 0.2 -0.8 1.1
H 2.793371 -0.460846 -0.500339 0.6 -0.1 0.4
H 0.389250 2.551457 0.434463 0.1 -1.0 -0.1
H 1.381119 1.546257 1.523815 0.7 0.5 -2.4
H 1.979899 2.453861 -0.178635 -0.2 -1.2 1.3
H 3.015808 -0.004233 -2.756764 0.9 -0.7 -1.2
H 1.960005 1.276061 -2.785030 -0.5 -0.3 0.1
```
Positions in Å, forces in eV/Å.

Calculated values
Strongest force on any atom = 0.1002 Eh/bohr
Calculated total energy = -19635.925 eV
HOMO level = -7.773 eV
Kohn-Sham gap = 0.287 hartree



Entry 4:
Entry from the OMol25 dataset: an isolated molecule of C11H14N4S (ωB97M-V with the def2-TZVPD basis set).

```
30
Properties=species:S:1:pos:R:3:forces:R:3
C -2.712197 -2.021796 0.927524 0.2 0.1 0.1
C -1.231189 -1.676399 1.027226 0.0 -0.1 -0.2
C -0.548516 -1.548748 -0.335379 0.0 0.2 0.2
H -0.709466 -2.463886 -0.907931 0.1 0.0 -0.1
H 0.527833 -1.433750 -0.184471 0.0 -0.1 -0.1
C -1.069947 -0.381383 -1.176870 0.1 -0.7 -0.3
N -0.953783 0.884170 -0.498775 -0.3 0.8 0.4
C 0.149949 1.490289 0.053054 -0.3 0.5 0.3
N -0.186008 2.549123 0.728142 0.8 0.2 0.1
N -1.525682 2.645501 0.615509 0.0 -0.9 -0.5
C -2.046915 1.635983 -0.127229 0.0 0.3 0.1
S -3.621132 1.384396 -0.507256 -0.9 0.0 -0.2
H -2.035545 3.399742 1.044116 0.0 -0.1 -0.1
C 1.531304 1.048243 -0.067145 0.6 -0.1 -0.1
C 2.086735 0.600137 -1.263763 0.0 0.1 0.2
C 3.415838 0.214588 -1.278548 -0.1 0.0 0.0
C 4.143343 0.300114 -0.100300 0.0 -0.1 -0.3
N 3.629700 0.741507 1.035682 0.4 0.0 0.4
C 2.365590 1.106993 1.053473 -0.5 0.0 -0.2
H 1.979439 1.464368 1.997662 -0.1 0.0 0.1
H 5.184880 0.011056 -0.061653 0.1 -0.1 -0.1
H 3.878339 -0.135536 -2.187973 0.1 0.0 -0.1
H 1.501294 0.574974 -2.170814 -0.1 0.0 -0.1
H -2.136247 -0.507500 -1.386095 0.2 0.1 0.0
H -0.537226 -0.342429 -2.131087 -0.1 0.0 0.1
H -0.717117 -2.460314 1.588032 0.0 0.1 0.0
H -1.109498 -0.746221 1.588219 0.1 0.0 0.1
H -3.118565 -2.205895 1.918859 -0.1 0.0 0.1
H -2.855229 -2.917327 0.326786 -0.1 -0.1 -0.1
H -3.279991 -1.210011 0.480993 -0.1 0.0 0.0
```
Positions in Å, forces in eV/Å.

Calculated values
Strongest force on any atom = 0.0193 Eh/bohr
SMILES = CCCCn1c(-c2cccnc2)n[nH]c1=S
Calculated total energy = -28430.146 eV
HOMO level = -8.041 eV
Kohn-Sham gap = 0.307 hartree



Entry 5:
Entry from the OMol25 dataset: the ion C11H14N6O5P with charge -1 in a non-equilibrium geometry (ωB97M-V with the def2-TZVPD basis set).

```
37
Properties=species:S:1:pos:R:3:forces:R:3
C 1.700849 4.352083 -0.007077 0.1 -0.1 0.2
C 0.918300 3.150711 -0.495824 -0.3 -0.4 -0.4
O 0.617076 2.201215 0.574412 -0.1 0.7 0.1
P 0.729390 0.639661 0.360677 0.8 -1.5 -0.1
C -0.925866 -0.286263 0.263135 -1.2 1.2 -1.3
C -2.035322 0.556550 -0.217363 -0.1 0.1 1.7
N -2.984206 1.099270 -0.573287 0.1 0.2 0.0
O 1.562827 0.261219 -0.800920 -0.2 0.4 0.6
O 1.247224 0.152320 1.813201 -0.4 0.4 -0.1
C 2.315960 0.806193 2.564228 -0.6 0.2 -1.2
C 2.742010 -0.059470 3.695737 0.1 -0.3 0.2
H 1.743932 5.089344 -0.815353 -0.1 -0.1 0.0
H 1.231843 4.829926 0.857240 0.0 -0.1 -0.1
H 2.739218 4.094074 0.233961 -0.2 0.0 0.1
H -0.055326 3.443406 -0.904335 0.2 0.0 0.0
H 1.495112 2.622765 -1.267052 -0.3 0.1 0.2
H -1.074396 -0.745250 1.219789 -0.5 0.0 0.6
H 3.132988 0.978935 1.862062 0.1 0.1 0.1
H 1.948050 1.770397 2.920100 0.0 0.0 -0.1
H 3.554567 0.414771 4.222965 0.4 0.3 0.2
H 1.947596 -0.215767 4.409655 -0.4 -0.1 0.1
H 3.098945 -1.019408 3.353850 0.0 -0.3 -0.2
O 0.637558 -3.052541 0.539468 -1.0 -0.2 0.0
N -0.441792 -3.590264 0.195822 -0.8 0.0 -0.6
C -1.392022 -2.838236 -0.570201 2.8 0.6 1.6
C -0.915976 -1.448282 -0.858000 1.7 0.6 -1.3
N -1.490319 -1.094705 -2.176796 -2.0 0.2 0.1
N -1.229003 0.062006 -2.799166 -0.5 0.4 -1.5
N -2.128633 0.219129 -3.757596 1.0 -0.9 2.0
N -3.040336 -0.777123 -3.720068 0.7 -1.2 1.0
C -2.660795 -1.626694 -2.726895 1.3 2.1 0.1
C -3.169721 -2.836785 -2.192285 -1.1 -0.6 -0.6
C -2.465511 -3.449028 -1.178740 -1.1 -0.3 -0.8
O -0.719175 -4.775340 0.467375 0.4 0.5 0.1
H 0.148280 -1.246018 -0.942441 0.4 -2.0 -1.2
H -4.085617 -3.218336 -2.694913 0.9 0.0 0.7
H -2.697709 -4.464465 -0.855365 0.0 0.3 -0.1
```
Positions in Å, forces in eV/Å.

Calculated values
Strongest force on any atom = 0.0636 Eh/bohr
Net charge = -1
Calculated total energy = -40099.750 eV
HOMO level = -3.796 eV
Kohn-Sham gap = 0.236 hartree



Entry 6:
Entry from the OMol25 dataset: the ion C11H14NO3 with charge +1 in a non-equilibrium geometry (ωB97M-V with the def2-TZVPD basis set).

```
29
Properties=species:S:1:pos:R:3:forces:R:3
C 0.986186 -2.964204 -0.594441 2.4 -4.2 -4.2
C 0.998093 -0.662596 -0.204661 -0.5 1.7 -0.9
C -0.251936 -3.115563 -3.916724 1.6 1.9 0.5
C 1.868932 -0.163392 -1.270199 2.6 -1.2 -0.2
C 0.828381 0.140429 -2.229897 -2.4 0.2 -5.7
C -0.148460 0.322406 -0.165508 -1.0 1.5 -0.1
C 0.412989 -2.392907 -2.978445 -0.5 1.3 -0.1
C -1.614589 1.335294 2.971865 -0.1 -0.4 2.8
C 0.690097 -0.888129 -3.446926 1.9 -1.2 0.5
C -1.313233 0.121376 0.792394 0.9 -0.4 1.0
C -0.745291 0.363311 2.247226 0.7 -0.2 -1.8
N 0.753116 -3.051330 -1.854665 0.7 -0.6 2.6
O 0.821347 -1.833182 0.139444 -0.8 0.5 2.7
O -0.732824 -3.378865 -4.903376 -1.1 -1.2 -1.0
O -0.436214 0.154940 -1.587683 -0.2 -0.6 1.9
H 1.613390 -3.848448 -0.140606 -1.9 2.1 -0.1
H 2.399477 0.726224 -1.022970 0.2 0.9 0.9
H 2.666347 -0.782222 -1.705377 -0.5 -0.4 0.4
H 0.904126 1.073990 -2.822971 0.5 0.0 0.9
H 0.225921 1.368244 -0.088712 0.0 -0.7 0.5
H -1.172746 1.561718 4.001018 -0.7 -0.4 -1.2
H -2.722106 1.034624 3.128601 1.9 0.5 -0.6
H -1.442770 2.198755 2.404593 -0.8 1.9 -0.5
H -0.070823 -0.607311 -4.171614 -0.3 0.3 0.4
H 1.669307 -0.856373 -4.077297 -1.4 -0.1 1.3
H -2.095202 0.864944 0.642887 0.2 0.0 -0.5
H -1.770453 -0.871055 0.758820 0.1 0.1 -0.4
H -0.589469 -0.521401 2.770547 -0.5 -2.1 0.8
H 0.340038 0.630658 2.161316 -0.8 0.9 0.1
```
Positions in Å, forces in eV/Å.

Calculated values
Strongest force on any atom = 0.1237 Eh/bohr
Net charge = +1
Calculated total energy = -19253.971 eV
HOMO level (spin up / spin down) = -12.013 / -12.015 eV
Kohn-Sham gap (spin up / spin down) = 0.240 / 0.240 hartree



Repeat the third record exactly.
Entry from the OMol25 dataset: a structure of composition C11H14N4O in a non-equilibrium geometry (ωB97M-V with the def2-TZVPD basis set).

```
30
Properties=species:S:1:pos:R:3:forces:R:3
C -0.075254 0.278700 2.892619 0.2 -1.0 -0.7
C -1.151219 0.619828 2.142637 1.6 -0.6 -1.4
C -2.337415 -0.473897 0.206625 0.5 2.0 -0.3
C 0.954489 -0.748918 2.319030 -3.7 3.4 -1.1
C -1.220604 0.029757 0.734810 0.0 -1.0 2.2
C -0.032639 -1.465192 -0.967873 1.5 0.3 1.7
C -2.289001 -1.117488 -1.109594 1.0 0.2 -0.3
C -1.223110 -2.242530 -1.089518 -0.8 1.6 -1.6
C 2.096874 0.086820 -1.090101 -3.7 -1.1 -1.9
C 0.059931 -0.450168 0.152564 2.4 1.1 -0.9
C 1.231997 1.810398 0.390787 -0.7 1.1 0.1
N 1.016589 -0.985171 1.078570 0.7 -1.5 1.5
N 0.903976 0.655440 -0.508453 0.3 1.2 1.4
N 1.041817 -1.458721 -1.637705 1.8 3.1 0.0
N 2.597938 0.722823 -2.236783 -0.3 -0.2 2.1
O 1.442500 -1.977018 -2.683465 0.0 -1.2 -0.8
H 0.224335 0.714181 3.856501 -0.6 -0.2 -0.4
H -1.892280 1.366609 2.356638 -0.2 0.1 0.6
H -3.263009 -0.016791 0.456989 -1.0 -0.2 0.9
H 1.683314 -1.020109 2.983251 2.0 -1.2 1.4
H -3.146140 -1.655213 -1.274771 -2.7 -0.6 -0.8
H -2.166964 -0.222380 -1.780361 0.1 -1.5 -0.3
H -1.165852 -2.799828 -1.994710 -0.3 -0.5 -0.8
H -1.513232 -2.874817 -0.292664 0.2 -0.8 1.1
H 2.793371 -0.460846 -0.500339 0.6 -0.1 0.4
H 0.389250 2.551457 0.434463 0.1 -1.0 -0.1
H 1.381119 1.546257 1.523815 0.7 0.5 -2.4
H 1.979899 2.453861 -0.178635 -0.2 -1.2 1.3
H 3.015808 -0.004233 -2.756764 0.9 -0.7 -1.2
H 1.960005 1.276061 -2.785030 -0.5 -0.3 0.1
```
Positions in Å, forces in eV/Å.

Calculated values
Strongest force on any atom = 0.1002 Eh/bohr
Calculated total energy = -19635.925 eV
HOMO level = -7.773 eV
Kohn-Sham gap = 0.287 hartree



What did the second record say?
Entry from the OMol25 dataset: an isolated molecule of C11H14N4O in a non-equilibrium geometry (ωB97M-V with the def2-TZVPD basis set).

```
30
Properties=species:S:1:pos:R:3:forces:R:3
C 2.803023 -0.890942 0.501590 2.4 -1.4 -0.4
C 2.587291 0.109939 -0.316612 -1.6 1.4 -0.3
C 1.074276 1.982632 -0.877417 -2.2 -2.2 2.4
C 1.868817 -1.215972 1.554393 -0.6 2.0 -0.2
C 1.268925 0.744371 -0.329017 1.0 1.9 -1.0
C -0.986862 0.875932 0.682076 -0.5 -1.3 -0.1
C -0.228129 2.707131 -0.693850 -1.3 1.9 -1.3
C -0.964869 2.331021 0.625604 -0.4 1.8 1.6
C -1.709807 -1.272948 0.072180 0.4 -1.4 3.2
C 0.212162 0.001396 0.397977 -0.9 -1.0 -1.6
C 0.387493 -2.148237 -0.831696 0.0 -0.7 1.6
N 0.720240 -0.675669 1.566216 -1.3 0.1 0.7
N -0.464137 -1.086855 -0.488814 1.6 3.5 0.3
N -2.046112 0.143307 0.599677 -0.6 -1.1 0.1
N -2.643865 -1.793239 -0.793152 -2.3 -2.4 2.4
O -3.278420 0.384010 0.823803 0.7 0.3 -0.3
H 3.746416 -1.381484 0.252528 -0.1 -0.3 1.1
H 3.357401 0.501085 -0.941756 0.4 0.0 -0.6
H 1.842197 2.573201 -1.228292 1.8 0.7 -1.2
H 2.137939 -1.496562 2.541048 0.8 -1.3 0.5
H -0.041567 3.817803 -0.601363 0.1 -1.0 -0.3
H -0.877757 2.651345 -1.687381 1.0 -0.3 2.2
H -2.016411 2.802663 0.787279 1.7 -1.0 -0.8
H -0.368819 2.770319 1.513652 -0.6 -0.7 -1.4
H -1.733667 -2.042912 0.990989 0.4 1.8 -1.2
H 1.278198 -1.723442 -1.208434 1.0 0.1 -0.2
H 0.541753 -2.802820 0.048993 0.5 -0.1 -0.4
H 0.007445 -2.727842 -1.600811 -1.2 -1.2 -1.5
H -3.379576 -2.035756 -0.062505 0.5 -0.2 -1.8
H -3.093589 -1.101486 -1.296916 -0.8 1.9 -1.7
```
Positions in Å, forces in eV/Å.

Calculated values
Strongest force on any atom = 0.0802 Eh/bohr
SMILES = CN1[C@H](N)[N+]([O-])=C2CCC=C3C=CC=N[C@]321
Calculated total energy = -19637.116 eV
HOMO level = -8.344 eV
Kohn-Sham gap = 0.295 hartree



What is the strongest force on any atom in the first record?
0.0809 Eh/bohr



Which value of calculated total energy does entry 4 give?
-28430.146 eV